Computed, not measured: a molecular structure, C4H5CsO7 at a distorted geometry, with ωB97M-V/def2-TZVPD.

Last column: Mulliken spin population.
CARTESIAN COORDINATES (ANGSTROEM)
1 C -1.26192 -1.30563 1.51588  0.023
2 C -0.32132 -1.25210 0.35849  0.769
3 O -1.21579 -2.58974 2.14098  0.023
4 H -2.28994 -1.08893 1.18599  0.004
5 H -0.96618 -0.52229 2.23314  0.007
6 H 1.07036 0.99709 -0.16449  -0.003
7 H 0.73176 -1.44119 0.58595  -0.012
8 H -1.89385 -2.63115 2.82109  0.005
9 O -0.65522 -1.93148 -0.78240  0.145
10 C -1.82489 -1.65656 -1.50529  0.010
11 O -2.32383 -2.65452 -2.03002  0.000
12 O -2.20223 -0.46843 -1.55393  0.015
13 O 1.32042 2.06838 0.01916  0.007
14 C 2.06977 2.79923 -0.78495  0.004
15 O 3.15992 2.33169 -1.21855  0.000
16 O 1.82905 4.03681 -0.82967  0.002
17 Cs 4.77389 5.30883 -1.99140  0.000

Output
* E_LUMO (alpha / beta): 0.444 / 0.444 eV
* charge: -1
* energy: -702.22819 Eh
* ΔE to the lowest compared entry with this formula, charge and spin: 55.6 kJ/mol
* HOMO energy (alpha / beta): -3.65 / -3.89 eV
* 2S+1: 2
* Kohn-Sham gap (alpha / beta): 0.151 / 0.159 Ha